Entry 1:
Below is a molecular structure, C38H42AsF6NO5P2S5SbSiTi in a non-equilibrium geometry, with properties calculated with ωB97M-V/def2-TZVPD.

```
! RIJCOSX wB97M-V def2-TZVPD def2/J DEFGRID3
* xyz -1 1
Ti 1.20742 0.33727 -0.24408
C 4.89427 -4.21432 -1.51663
P 4.20079 -2.67301 -0.77032
C 5.63461 -1.55779 -1.02657
C 4.47011 -3.06315 1.02036
C 3.32962 -3.84606 1.67172
P 1.61993 -3.15549 1.37719
C 0.82260 -3.83171 2.90327
C 0.99527 -4.41109 0.18726
H 5.90477 -4.42672 -1.15517
H 4.92230 -4.10213 -2.60177
H 4.25076 -5.06689 -1.28743
H 6.54213 -1.96354 -0.56962
H 5.41323 -0.57952 -0.59665
H 5.79189 -1.42100 -2.09626
H 4.58019 -2.09735 1.51608
H 5.41846 -3.60067 1.13996
H 3.47741 -3.87393 2.75569
H 3.33115 -4.88942 1.33606
H 1.08450 -4.88100 3.07011
H -0.26302 -3.75343 2.81578
H 1.12700 -3.24920 3.77470
H 1.10539 -5.42685 0.57813
H 1.55535 -4.31875 -0.74319
H -0.05460 -4.22189 -0.04157
S 4.78628 3.34101 -0.36750
Sb 3.36202 2.73502 1.27359
S 3.00655 0.21262 1.09849
S 1.12406 2.70526 0.22568
F 1.67616 2.65278 -3.72715
C 2.62527 1.84778 -4.18663
F 3.80292 2.44485 -4.06162
F 2.40072 1.61048 -5.48293
S 2.64480 0.26550 -3.24469
O 2.58745 0.71343 -1.85666
O 3.83717 -0.39989 -3.66687
N 1.30848 -0.37247 -3.72867
S 0.30416 -1.17377 -2.78702
O 0.87384 -1.38498 -1.38281
O -0.22655 0.91561 -1.51474
C 0.66156 -2.88547 -3.43576
F 1.91803 -3.27424 -3.27971
F -0.14390 -3.75600 -2.80418
F 0.35734 -2.92611 -4.73860
O -0.16417 0.12346 1.12261
As -0.68686 1.37753 2.13371
C -1.82117 0.28087 3.27458
C -2.41319 0.84536 4.40038
C -3.22935 0.08054 5.21930
C -3.45489 -1.25668 4.91554
C -2.85998 -1.82322 3.79860
C -2.04273 -1.05719 2.97642
C 0.54247 2.03684 3.44057
C 1.41710 1.10970 3.99093
C 2.29422 1.51287 4.98806
C 2.28057 2.82337 5.43954
C 1.39215 3.74039 4.89358
C 0.52053 3.35200 3.88771
C -1.97608 2.65388 1.48288
C -1.67458 3.98673 1.21862
C -2.67762 4.84674 0.80451
C -3.97187 4.37628 0.62230
C -4.26718 3.04523 0.86802
C -3.27369 2.18350 1.31162
H -2.23706 1.88787 4.64524
H -3.68683 0.52501 6.09415
H -4.09244 -1.85551 5.55390
H -3.03067 -2.86682 3.56382
H -1.56602 -1.48934 2.10621
H 1.43713 0.09140 3.62271
H 2.99672 0.80059 5.40070
H 2.97170 3.13634 6.21161
H 1.38541 4.76558 5.24070
H -0.16110 4.07448 3.45926
H -0.65522 4.33720 1.28761
H -2.43851 5.88135 0.59557
H -4.74782 5.04723 0.27544
H -5.26678 2.66410 0.70572
H -3.51790 1.14532 1.49932
C -1.74094 1.62824 -6.76320
C -2.20236 0.51539 -6.07343
C -2.17523 0.50185 -4.68628
C -1.68205 1.58850 -3.95983
C -1.23438 2.70094 -4.67379
C -1.26014 2.72422 -6.06150
Si -1.57793 1.55305 -2.08716
C -3.03190 0.51715 -1.47150
C -2.83115 -0.60154 -0.66364
C -3.90492 -1.31955 -0.14838
C -5.20476 -0.92850 -0.43684
C -5.42557 0.17451 -1.25362
C -4.34752 0.88369 -1.76434
H -1.75483 1.63993 -7.84633
H -2.57757 -0.34354 -6.61658
H -2.54478 -0.37161 -4.15869
H -0.84582 3.55931 -4.13651
H -0.89631 3.59415 -6.59461
H -1.79182 2.95556 -1.63429
H -1.81878 -0.90048 -0.41356
H -3.72610 -2.18222 0.48306
H -6.04295 -1.48366 -0.03304
H -6.43789 0.48104 -1.49049
H -4.53649 1.74682 -2.39613
*
```

Summary:
Calculated total energy ... -8792.32406 Eh
Frontier orbital gap ... 6.361 eV
Highest occupied orbital energy ... -4.3 eV
LUMO level ... 2.07 eV
ΔE to the lowest compared entry with this formula, charge and spin ... 9.00 kJ/mol
Maximum force ... 0.0247 Eh/bohr

Entry 2:
Below is a molecular structure, C38H42N4O2OsPSe2, with properties calculated with ωB97M-V/def2-TZVPD.

```
! RIJCOSX wB97M-V def2-TZVPD def2/J DEFGRID3
* xyz 1 5
Os 0.02554 0.03567 -0.43956
N 0.87448 -1.40748 2.62418
P -0.50045 -1.12909 1.66205
C -1.47823 -0.26881 2.93795
C -1.95891 -0.99865 4.02617
C -2.64948 -0.35922 5.04464
C -2.86922 1.01023 4.98246
C -2.39789 1.74049 3.89995
C -1.70201 1.10293 2.88181
C -1.33320 -2.74088 1.55346
C -0.71116 -3.91873 1.95012
C -1.39556 -5.12511 1.87319
C -2.70098 -5.15829 1.40885
C -3.32920 -3.98038 1.02452
C -2.64894 -2.77585 1.09277
C 2.05262 -1.95286 2.14362
C 3.21876 -1.93765 2.91587
C 4.35390 -2.50062 2.37895
C 4.30273 -3.06347 1.10475
C 3.09926 -3.03266 0.43196
N 1.98550 -2.48697 0.93159
H 0.89825 -0.97659 3.53455
H -1.80493 -2.07013 4.07094
H -3.02196 -0.93196 5.88346
H -3.41151 1.50733 5.77593
H -2.57034 2.80783 3.84708
H -1.36749 1.66455 2.02044
H 0.30393 -3.90552 2.31922
H -0.90446 -6.03892 2.18070
H -3.23227 -6.09923 1.35261
H -4.35368 -4.00067 0.67583
H -3.14813 -1.85568 0.81358
H 3.22192 -1.48324 3.89801
H 5.27644 -2.50333 2.94483
H 5.17124 -3.52136 0.65413
H 3.01182 -3.46186 -0.55847
O -3.56711 0.33467 0.68228
C -4.21182 1.24044 -0.19627
C -3.75234 0.98621 -1.63543
C -4.97550 1.31319 -2.52364
O -4.69399 1.21867 -3.90798
C -3.44768 -0.49462 -1.88562
Se -1.62626 -1.20356 -1.74600
C -2.61210 1.90875 -2.07606
Se -1.14783 2.25225 -0.81108
H -3.66027 0.64648 1.58915
H -3.98850 2.27639 0.07960
H -5.29837 1.10151 -0.13416
H -5.35584 2.30659 -2.26240
H -5.76671 0.59075 -2.30984
H -4.48250 2.08870 -4.25534
H -3.69470 -0.73289 -2.92008
H -4.05484 -1.13105 -1.24214
H -3.01704 2.90666 -2.26351
H -2.18744 1.53869 -3.00927
C 0.60974 2.14653 -4.14171
N 1.89692 2.66494 -3.59453
C 1.83337 4.13579 -3.38415
C 2.30003 1.96578 -2.30768
C 2.39424 0.48480 -2.52089
C 3.40319 0.03445 -3.37329
C 3.51281 -1.30364 -3.70734
C 2.60573 -2.20154 -3.16380
C 1.63000 -1.75974 -2.28279
C 1.48705 -0.40925 -1.93119
H 0.41198 2.64319 -5.08854
H -0.16370 2.36834 -3.41035
H 0.69154 1.07195 -4.27811
H 2.62495 2.46026 -4.27967
H 1.07036 4.32838 -2.63240
H 1.57150 4.62271 -4.32002
H 2.80007 4.48738 -3.03292
H 1.54176 2.23428 -1.57857
H 3.25530 2.40653 -2.01787
H 4.12894 0.74057 -3.77123
H 4.29725 -1.64190 -4.37074
H 2.66857 -3.25381 -3.41219
H 0.96798 -2.49864 -1.84434
N 5.46819 3.72626 3.26382
C 4.62753 3.16875 2.71354
C 3.57560 2.47444 2.02238
C 2.27344 2.96371 2.04717
C 1.26913 2.28773 1.37269
C 1.50749 1.10896 0.65052
C 2.83583 0.64712 0.64493
C 3.85163 1.30773 1.31512
H 2.05093 3.87140 2.59295
H 0.27690 2.71800 1.41280
H 3.09642 -0.25211 0.10221
H 4.86180 0.91899 1.29185
*
```

Summary:
Expectation value of S² ... 6.03
Calculated total energy ... -7077.36468 Eh
Frontier orbital gap (alpha / beta) ... 7.571 / 6.422 eV
Highest occupied orbital energy (alpha / beta) ... -9.7 / -10.6 eV
LUMO level (alpha / beta) ... -2.12 / -4.15 eV
ΔE to the lowest compared entry with this formula, charge and spin ... 0.00 kJ/mol
Maximum force ... 0.0024 Eh/bohr

Entry 3:
Below is a molecular structure, C38H43As3Br3ClNO3SbSe4W in a non-equilibrium geometry, with properties calculated with ωB97M-V/def2-TZVPD.

```
! RIJCOSX wB97M-V def2-TZVPD def2/J DEFGRID3
* xyz 0 1
W 0.27373 0.74088 0.11640
C 2.97117 -1.04876 2.75477
As 2.00918 -1.36327 1.08450
C 1.38649 -3.12667 1.62521
C 3.71211 -1.77986 0.13272
C 3.98387 -2.66888 -1.13201
C 3.72878 -4.14279 -0.78851
C 3.16345 -2.31160 -2.37602
As 1.20249 -2.43409 -2.27001
C 0.95491 -4.34733 -2.64683
C 0.87745 -1.89472 -4.13440
C 5.49347 -2.52520 -1.44626
As 6.53393 -0.84495 -1.59912
C 6.59783 -0.23254 0.27026
C 5.27456 0.50573 -2.25601
H 3.42982 -1.99426 3.04702
H 2.33520 -0.71273 3.55969
H 3.75620 -0.31137 2.60691
H 2.24282 -3.75041 1.87269
H 0.79237 -3.60009 0.84729
H 0.75673 -3.02147 2.50348
H 4.35621 -2.18113 0.91399
H 4.07045 -0.77673 -0.09193
H 2.67717 -4.32077 -0.56628
H 4.31594 -4.44262 0.08442
H 4.01271 -4.78681 -1.62668
H 3.47378 -2.95807 -3.20379
H 3.39467 -1.28614 -2.67401
H 1.70071 -4.70380 -3.36295
H -0.03616 -4.47344 -3.08449
H 1.00380 -4.96451 -1.75125
H 1.08172 -2.73103 -4.80393
H 1.51096 -1.05562 -4.42244
H -0.15975 -1.59683 -4.27001
H 5.70390 -3.06165 -2.37344
H 6.05296 -3.05481 -0.66863
H 6.70140 -1.08092 0.94732
H 5.73015 0.35951 0.56652
H 7.48331 0.39292 0.38369
H 5.12468 0.38352 -3.33004
H 5.73279 1.48440 -2.09255
H 4.30138 0.50114 -1.75834
C -1.21347 3.28673 -2.52744
C -1.66110 1.85933 -2.65626
C -2.63781 1.59208 -3.65568
C -3.33542 0.44274 -3.66263
C -3.13455 -0.47108 -2.60653
C -3.94194 -1.60338 -2.35244
Br -5.35420 -2.04246 -3.52505
C -3.73188 -2.39275 -1.26677
C -2.65753 -2.11423 -0.40578
Br -2.34565 -3.20462 1.08787
C -1.82553 -1.06750 -0.64018
O -0.78331 -0.83377 0.12566
C -2.06700 -0.20396 -1.73180
N -1.27886 0.92815 -1.81278
H -2.11056 3.90641 -2.47445
H -0.61487 3.59723 -3.39070
H -0.64997 3.46964 -1.63481
H -2.84734 2.37413 -4.37688
H -4.08605 0.24648 -4.41825
H -4.37822 -3.23449 -1.06160
Br -0.34686 -0.20193 3.03765
C 0.30403 1.51340 3.59572
C -0.25599 2.12398 4.65658
C 0.33707 3.32593 5.12029
C 1.48587 3.78366 4.56476
C 2.05890 3.14991 3.42536
C 3.25416 3.60569 2.82286
C 3.72192 3.00343 1.69348
C 2.96293 1.99220 1.07386
C 1.79684 1.49892 1.59323
C 1.40195 2.04073 2.84799
H -1.13903 1.72780 5.13900
H -0.15455 3.86121 5.92233
H 1.97366 4.67153 4.95568
H 3.79083 4.43741 3.27133
H 4.64415 3.33709 1.22848
H 3.33333 1.61757 0.12770
Se -5.24457 1.93694 2.00474
Sb -3.33686 3.38019 1.60652
Se -3.79083 4.79623 -0.32239
Se -2.80561 4.71027 3.56275
Se -1.40198 1.91674 0.88669
Cl 4.03705 4.71031 -6.03831
C 3.28270 3.86924 -4.74927
C 3.19105 2.48460 -4.79806
C 2.59024 1.81128 -3.75371
C 2.08820 2.51212 -2.66431
C 2.18097 3.90316 -2.62896
C 2.77764 4.58414 -3.67032
C 1.48492 1.83372 -1.54363
O 0.88165 2.47751 -0.59994
O 1.47137 0.52380 -1.36792
H 3.59947 1.94556 -5.64369
H 2.50688 0.73175 -3.77763
H 1.78933 4.43595 -1.77170
H 2.86019 5.66316 -3.64903
*
```

Summary:
Calculated total energy ... -26556.83644 Eh
Frontier orbital gap (alpha / beta) ... 3.652 / 3.662 eV
Highest occupied orbital energy (alpha / beta) ... -6.2 / -6.2 eV
LUMO level (alpha / beta) ... -2.52 / -2.51 eV
ΔE to the lowest compared entry with this formula, charge and spin ... 378.85 kJ/mol
Maximum force ... 0.1223 Eh/bohr